This record from the OMol25 dataset describes a 2-piece molecular cluster, C25H31N3O2 overall at a distorted geometry. The level of theory is ωB97M-V/def2-TZVPD.

Geometry as XYZ:
```
61
Properties=species:S:1:pos:R:3
O 3.225 1.758 1.661
O 3.559 0.242 3.366
N -1.263 1.639 -1.718
N 2.173 -1.133 1.307
N 0.984 3.618 -1.569
C -2.895 -1.757 2.070
C -3.990 -2.590 2.298
C 3.435 0.646 2.194
C -1.355 -0.535 0.508
C -4.553 -2.497 -0.054
C 1.613 -4.712 2.260
C -1.046 2.760 -2.648
C -3.173 1.784 -3.199
C 3.974 -4.121 2.217
C -2.567 -1.299 0.760
C 2.072 4.347 -2.178
C 1.077 -0.426 0.965
C -3.425 -1.715 -0.295
C 2.262 -2.465 1.714
C 4.485 -1.661 1.554
C -4.836 -2.955 1.240
C 3.615 -2.822 1.873
C -2.417 3.117 -3.223
C 1.254 -3.412 1.886
C -0.345 3.968 -2.038
C 3.494 -0.539 1.183
C -0.234 -0.783 1.291
C 1.107 3.469 -0.139
C 2.964 -5.069 2.412
C -2.369 0.856 -2.272
H 5.134 -1.859 0.691
H -0.972 4.364 -1.217
H 5.033 -4.365 2.322
H -2.270 -1.454 2.913
H -2.005 -0.031 -2.818
H -3.161 -1.447 -1.321
H 3.659 -0.153 0.172
H -5.703 -3.592 1.421
H -2.911 3.868 -2.591
H 5.122 -1.378 2.399
H 1.288 0.507 0.434
H 0.283 2.841 0.226
H 0.836 -5.457 2.427
H 2.059 2.983 0.115
H 3.025 3.882 -1.894
H 1.067 4.441 0.393
H -1.298 0.137 -0.329
H -2.310 3.534 -4.231
H -5.210 -2.760 -0.886
H -3.210 1.344 -4.201
H 1.963 4.310 -3.270
H -0.367 -1.313 2.243
H -4.196 1.908 -2.835
H -4.193 -2.953 3.307
H 3.228 -6.093 2.680
H -0.254 4.724 -2.838
H -0.392 1.115 -1.642
H -0.393 2.413 -3.482
H 0.218 -3.141 1.715
H 2.105 5.410 -1.872
H -3.001 0.505 -1.455
```

Calculated values
Highest occupied orbital energy, Eh: -0.2906
Relative energy (zero: lowest compared OMol25 entry of this formula, charge and spin), kcal per mole: 105.8
Frontier orbital gap, eV: 6.164

Computed Mulliken charges, given in elementary charges:
1 O -0.69
2 O -0.72
3 N -0.42
4 N 0.20
5 N 0.34
6 C -0.41
7 C -0.69
8 C 0.39
9 C 1.33
10 C -0.75
11 C -0.85
12 C 0.40
13 C -0.87
14 C -0.72
15 C 0.61
16 C -1.04
17 C -0.44
18 C -0.15
19 C 0.39
20 C -0.78
21 C -0.38
22 C 0.47
23 C -0.72
24 C -0.69
25 C -1.53
26 C -0.28
27 C -0.91
28 C -1.12
29 C -0.42
30 C -0.49
31 H 0.30
32 H 0.44
33 H 0.42
34 H 0.43
35 H 0.34
36 H 0.42
37 H 0.47
38 H 0.37
39 H 0.36
40 H 0.38
41 H 0.52
42 H 0.28
43 H 0.41
44 H 0.43
45 H 0.30
46 H 0.31
47 H -0.41
48 H 0.37
49 H 0.38
50 H 0.26
51 H 0.32
52 H 0.59
53 H 0.31
54 H 0.37
55 H 0.37
56 H 0.43
57 H 0.11
58 H 0.16
59 H 0.71
60 H 0.36
61 H 0.41



This record from the OMol25 dataset describes one molecule with the formula C25H31N3O3. The level of theory is ωB97M-V/def2-TZVPD.

Geometry as XYZ:
```
62
Properties=species:S:1:pos:R:3
O 0.340 1.753 0.345
O -8.668 0.916 0.044
O -3.463 -2.450 -1.148
N -2.444 -0.546 -0.500
N 4.477 -0.563 0.493
N 1.947 0.479 1.237
C 8.347 1.115 0.281
C -7.036 -0.686 0.521
C 8.341 0.504 -2.034
C -4.866 -0.651 -0.513
C 2.518 -0.650 1.930
C 0.648 0.760 0.981
C -1.777 0.457 1.627
C -7.410 0.454 -0.194
C 6.671 -0.396 -0.555
C -6.504 1.026 -1.081
C 3.888 0.546 -0.236
C 8.902 1.210 -0.985
C -0.397 -0.208 1.535
C 7.229 -0.293 -1.820
C -5.243 0.475 -1.233
C 2.981 1.342 0.697
C 3.432 -1.436 0.985
C -3.540 -1.305 -0.735
C -0.499 -1.463 0.654
C -2.413 0.686 0.252
C 5.471 -1.268 -0.298
C -9.115 2.048 -0.662
C 7.240 0.314 0.495
C -5.784 -1.236 0.353
C -1.130 -1.119 -0.694
H -1.686 1.419 2.134
H -8.502 2.928 -0.441
H -1.247 -2.018 -1.302
H 3.890 -2.262 1.533
H 5.054 -1.627 -1.256
H -0.099 -0.493 2.549
H -3.424 1.071 0.380
H -0.510 -0.390 -1.226
H 3.300 0.191 -1.103
H 2.495 2.159 0.163
H 3.127 -0.271 2.760
H 3.576 1.744 1.524
H 6.798 0.237 1.477
H -1.814 1.418 -0.297
H 8.781 1.666 1.103
H 6.793 -0.839 -2.645
H -5.506 -2.127 0.895
H -10.134 2.224 -0.320
H -4.550 0.921 -1.931
H 2.830 -1.859 0.158
H -1.131 -2.201 1.155
H 1.751 -1.308 2.331
H 4.691 1.188 -0.602
H 0.482 -1.910 0.490
H -9.123 1.871 -1.742
H 8.768 0.575 -3.024
H -7.753 -1.124 1.197
H -2.433 -0.187 2.219
H 9.767 1.834 -1.152
H -6.766 1.897 -1.660
H 5.789 -2.145 0.277
```

Calculated values
SMILES string: COc1ccc(C(=O)N2CCC(C(=O)N3CCN(Cc4ccccc4)CC3)CC2)cc1
Highest occupied orbital energy, Eh: -0.3111
Relative energy (zero: lowest compared OMol25 entry of this formula, charge and spin), kcal per mole: 23.9
Frontier orbital gap, eV: 9.190

Computed Mulliken charges, given in elementary charges:
1 O -0.68
2 O -0.46
3 O -0.68
4 N 0.07
5 N 0.25
6 N 0.10
7 C -0.59
8 C -0.70
9 C -0.59
10 C 0.08
11 C -0.83
12 C 0.38
13 C -1.42
14 C 0.89
15 C 0.48
16 C -0.28
17 C -0.52
18 C -0.38
19 C 0.16
20 C -0.42
21 C -0.32
22 C -1.19
23 C -0.76
24 C 0.28
25 C -0.44
26 C -0.63
27 C -1.08
28 C -0.83
29 C -0.16
30 C -0.56
31 C -1.32
32 H 0.42
33 H 0.33
34 H 0.55
35 H 0.42
36 H 0.36
37 H 0.65
38 H 0.58
39 H 0.36
40 H 0.25
41 H 0.43
42 H 0.35
43 H 0.37
44 H 0.39
45 H 0.23
46 H 0.38
47 H 0.35
48 H 0.45
49 H 0.24
50 H 0.45
51 H 0.30
52 H 0.48
53 H 0.43
54 H 0.46
55 H 0.22
56 H 0.34
57 H 0.38
58 H 0.42
59 H 0.43
60 H 0.38
61 H 0.39
62 H 0.38



This record from the OMol25 dataset describes C25H32BF4MnN4OP as an isolated structure. The level of theory is ωB97M-V/def2-TZVPD.

Geometry as XYZ:
```
69
Properties=species:S:1:pos:R:3
Mn 1.125 -0.509 -0.765
P -1.079 -0.070 -0.064
F 1.822 -3.093 -2.720
F 0.015 -2.934 -4.141
F 1.776 -1.447 -4.315
F 0.331 -1.338 -2.527
O 0.684 1.317 -1.285
N 1.248 -2.466 -0.025
N 2.520 -0.102 0.846
N 1.951 2.990 -0.126
N 2.919 -0.467 -1.859
C -0.350 2.575 0.529
C 0.661 2.507 -0.619
C -2.014 -1.212 1.040
C 3.901 -0.062 0.299
C 2.402 -1.273 1.746
C 2.228 1.102 1.660
C 2.321 -2.574 0.969
C 2.549 2.492 1.098
C -0.456 3.767 1.242
C -3.218 -1.824 0.706
C 3.904 0.355 -1.157
C -2.229 0.158 -1.463
C -3.737 1.516 -2.768
C -2.882 1.366 -1.684
C -1.435 -1.525 2.273
C -3.949 0.458 -3.639
C -1.387 3.920 2.254
C -2.033 -2.420 3.145
C -3.228 -3.034 2.790
C -2.240 2.870 2.566
C -2.145 1.681 1.864
C -1.201 1.514 0.848
C -3.303 -0.751 -3.424
C -2.447 -0.900 -2.345
C -3.817 -2.731 1.573
B 0.988 -2.228 -3.484
H 2.659 -0.064 -2.755
H -4.233 2.464 -2.931
H -3.448 -1.579 -4.107
H -4.610 0.578 -4.488
H -2.980 2.977 3.349
H -2.819 0.870 2.108
H 2.601 3.020 -0.894
H -3.700 -1.591 -0.234
H 4.328 -1.063 0.365
H 0.352 -2.709 0.386
H 4.914 0.262 -1.569
H -3.699 -3.739 3.463
H 0.339 3.282 -1.334
H 1.490 -1.147 2.327
H 0.212 4.581 0.982
H 3.253 -2.771 0.437
H 2.271 3.154 1.929
H -0.519 -1.026 2.571
H 4.537 0.586 0.910
H -2.722 2.202 -1.016
H -1.572 -2.635 4.101
H 2.172 -3.404 1.664
H -4.753 -3.197 1.293
H 1.173 1.050 1.928
H 1.401 -3.081 -0.823
H 2.804 1.036 2.596
H 3.594 1.390 -1.260
H 3.274 -1.395 -2.077
H -1.933 -1.842 -2.207
H 3.240 -1.297 2.456
H -1.453 4.856 2.793
H 3.631 2.603 0.997
```

Calculated values
2S+1: 2
Highest occupied orbital energy (spin up / spin down), Eh: -0.2826 / -0.2674
Relative energy (zero: lowest compared OMol25 entry of this formula, charge and spin), kcal per mole: 0.0
Frontier orbital gap (spin up / spin down), eV: 8.069 / 7.658
⟨S²⟩: 0.77

Computed Mulliken charges, given in elementary charges:
1 Mn 0.69
2 P 3.09
3 F -0.45
4 F -0.34
5 F -0.38
6 F -0.08
7 O -0.70
8 N -0.30
9 N 1.18
10 N -0.16
11 N -0.28
12 C 0.32
13 C -0.62
14 C -0.40
15 C -1.10
16 C -0.86
17 C -0.74
18 C -0.98
19 C -1.64
20 C -0.80
21 C -0.53
22 C -0.58
23 C 0.58
24 C -0.77
25 C -0.53
26 C 0.34
27 C -0.58
28 C -0.82
29 C -0.93
30 C -0.61
31 C -0.78
32 C -0.95
33 C 0.11
34 C -0.94
35 C -0.50
36 C -0.73
37 B 0.11
38 H 0.26
39 H 0.42
40 H 0.44
41 H 0.39
42 H 0.43
43 H 0.44
44 H 0.46
45 H 0.43
46 H 0.51
47 H 0.14
48 H 0.54
49 H 0.38
50 H 0.63
51 H 0.36
52 H 0.51
53 H 0.37
54 H 0.44
55 H 0.41
56 H 0.38
57 H 0.34
58 H 0.45
59 H 0.50
60 H 0.42
61 H 0.14
62 H 0.36
63 H 0.54
64 H -0.04
65 H 0.22
66 H 0.50
67 H 0.36
68 H 0.39
69 H 0.58